Entry 1:
Molecular formula: C3H7NO
Method: DFT, ωB97M-V with the def2-TZVPD basis set

Structure (ORCA input):
```
! wB97M-V def2-TZVPD RIJCOSX def2/J DEFGRID3
* xyz -1 2
O 3.16894 -0.00306 0.25116
C 2.44316 0.98290 0.65695
H 1.76428 1.51840 -0.04340
H 2.60052 1.55562 1.58759
C -2.10900 -0.08662 0.41358
C -1.46048 -0.90543 -0.42260
N -0.28832 -0.52600 -1.06643
H -1.84562 0.95771 0.42934
H -2.99327 -0.47999 0.89900
H -1.89668 -1.81061 -0.83661
H 0.30843 0.08101 -0.50346
H 0.30804 -1.28393 -1.36512
*
```

## Properties
Frontier orbital gap (alpha / beta): 3.808 / 6.848 eV
HOMO (alpha / beta): 0.17 / -2.89 eV

Mulliken atomic charge list, values in e, 8 entries:
1 O -0.75
2 C -0.48
3 H 0.11
4 H 0.22
5 C -0.81
6 C -0.02
7 N -0.54
8 H 0.31

Entry 2:
Molecular formula: C3H7NO
Method: DFT, ωB97M-V with the def2-TZVPD basis set

Structure (ORCA input):
```
! wB97M-V def2-TZVPD RIJCOSX def2/J DEFGRID3
* xyz -1 2
O -2.09891 0.45822 1.17213
C -0.96212 0.78920 0.69432
C -0.20927 -0.15389 -0.21682
C 1.12746 0.45724 -0.70017
N -0.01153 -1.48813 0.35597
H -0.70832 1.86040 0.57700
H -0.87258 -0.29587 -1.10298
H 1.13581 0.50408 -1.78002
H 1.93730 -0.18805 -0.37140
H 1.23704 1.46795 -0.29856
H -0.85577 -2.04214 0.34911
H 0.28088 -1.36902 1.32142
*
```

## Properties
Frontier orbital gap (alpha / beta): 4.628 / 7.801 eV
HOMO (alpha / beta): 0.17 / -3.16 eV

Mulliken atomic charge list, values in e, 8 entries:
1 O -0.53
2 C -0.71
3 C 0.55
4 C -1.13
5 N -0.92
6 H 0.04
7 H 0.09
8 H 0.23

Ordered energy above the lowest of the compared OMol25 structures with the same formula, charge and spin results: 103.5 0.0; unit kJ/mol.
Ordered E results: -248.4169 -248.4563; unit Ha.